ORCA calculation (wB97M-V/def2-TZVPD) on 2 unconnected molecules or ions with the total composition C11H18 at a distorted geometry.

Results
frontier orbital gap	10.0	eV
energy above the lowest of the compared OMol25 structures with the same formula, charge and spin	12.34	kcal/mol
largest force on an atom	1.1	eV/Å
total energy	-11698.74481	eV

Structure (ORCA input):
```
! RIJCOSX wB97M-V def2-TZVPD def2/J DEFGRID3
* xyz 0 1
C -2.37211 -0.98901 1.33740
C -2.91070 -0.95236 -0.10920
C -1.82257 -1.06443 -1.13309
C -0.81175 -0.10156 -1.17201
C 0.20581 -0.20843 -2.10392
C 0.22955 -1.26504 -3.00285
C -0.76317 -2.23164 -2.95920
C -1.80370 -2.11173 -2.04354
H -1.59412 -1.74146 1.47281
H -3.16471 -1.19462 2.04662
H -1.87313 -0.05832 1.61464
H -3.66838 -1.74030 -0.15602
H -3.47447 -0.02010 -0.22122
H -0.96098 0.75162 -0.52375
H 1.03860 0.47736 -2.06359
H 1.03517 -1.33686 -3.71677
H -0.62056 -3.12266 -3.56748
H -2.59393 -2.85351 -2.06254
C 2.08494 1.71874 0.41905
C 2.50342 1.18200 1.77844
C 2.53491 2.30976 2.82825
H 2.84670 2.32647 -0.07190
H 1.24591 2.40424 0.56984
H 1.79021 0.98287 -0.32076
H 1.75619 0.44375 2.07002
H 3.45765 0.66717 1.73088
H 1.76242 2.12623 3.57883
H 3.47101 2.30093 3.39583
H 2.47178 3.30092 2.38520
*
```